(1)
Computed, not measured: C4H6O2 as an isolated structure, with ωB97M-V/def2-TZVPD.

Properties
gap between HOMO and LUMO (alpha / beta): 8.77 / 8.77 eV
energy above the lowest of the compared OMol25 structures with the same formula, charge and spin: 2.8943 eV
DFT total energy: -306.3999 a.u.
E_LUMO (alpha / beta): 0.04 / 0.04 eV
net charge: 0

Cartesian coordinates (Å):
O 1.150 -0.994 0.976
C 0.462 -0.989 -0.122
C -0.977 -0.680 -0.079
C -0.491 0.765 0.227
O -0.278 1.025 1.444
C 0.106 1.323 -0.891
H 0.675 -0.308 1.586
H 0.990 -1.308 -1.017
H -1.516 -1.109 0.766
H -1.481 -0.821 -1.033
H -0.191 1.014 -1.888
H 0.678 2.242 -0.797



(2)
Computed, not measured: the molecule C4H6O2, with ωB97M-V/def2-TZVPD.

Properties
gap between HOMO and LUMO: 10.07 eV
energy above the lowest of the compared OMol25 structures with the same formula, charge and spin: 3.4073 eV
DFT total energy: -306.3811 a.u.
E_LUMO: 0.92 eV
net charge: 0

Cartesian coordinates (Å):
O -1.640 -1.198 0.010
C -0.697 -0.123 -0.068
O -1.365 1.122 -0.209
C 0.773 -0.240 -1.201
C 1.520 -0.084 -0.109
C 0.468 -0.040 0.997
H -2.459 -0.879 -0.342
H -0.788 1.844 -0.279
H 0.894 -0.437 -2.199
H 2.514 0.084 0.219
H 0.395 -0.860 1.572
H 0.386 0.810 1.608



(3)
Computed, not measured: the molecule C4H6O2, with ωB97M-V/def2-TZVPD.

Properties
gap between HOMO and LUMO: 10.70 eV
energy above the lowest of the compared OMol25 structures with the same formula, charge and spin: 1.6355 eV
DFT total energy: -306.4462 a.u.
E_LUMO: 0.98 eV
net charge: 0

Cartesian coordinates (Å):
O -1.287 1.587 -0.443
C -0.983 0.614 -1.104
C 0.127 -0.297 -0.755
C 1.136 0.211 0.258
C 0.155 -0.800 0.697
O -0.847 -0.481 1.592
H -1.568 0.342 -2.005
H 0.449 -0.992 -1.524
H 0.946 1.237 0.571
H 2.181 -0.057 0.150
H 0.472 -1.833 0.815
H -0.782 0.468 1.749



(4)
Computed, not measured: the molecule C4H6O2, with ωB97M-V/def2-TZVPD.

Properties
gap between HOMO and LUMO (alpha / beta): 8.31 / 7.95 eV
energy above the lowest of the compared OMol25 structures with the same formula, charge and spin: 4.5629 eV
DFT total energy: -306.3386 a.u.
E_LUMO (alpha / beta): -1.61 / -1.78 eV
net charge: 0

Cartesian coordinates (Å):
C -1.614 0.472 0.410
C -0.502 -0.304 -0.275
O -0.232 -0.128 -1.542
C 0.841 -0.475 0.312
C 1.962 0.173 -0.383
O 3.121 -0.100 -0.159
H -1.736 0.172 1.457
H -1.376 1.539 0.368
H -2.551 0.303 -0.127
H -0.633 -1.436 -0.091
H 1.073 -1.215 1.078
H 1.647 0.999 -1.047



(5)
Computed, not measured: the molecule C4H6O2, with ωB97M-V/def2-TZVPD.

Properties
gap between HOMO and LUMO: 11.03 eV
energy above the lowest of the compared OMol25 structures with the same formula, charge and spin: 1.9536 eV
DFT total energy: -306.4345 a.u.
E_LUMO: 0.97 eV
net charge: 0

Cartesian coordinates (Å):
O -1.454 -1.717 -0.044
C -1.623 -0.672 0.540
C -0.593 0.430 0.589
C 0.770 -0.080 0.186
C 1.295 0.126 -1.158
O 1.751 0.915 -0.067
H -2.570 -0.475 1.084
H -0.584 0.884 1.591
H -0.912 1.228 -0.098
H 1.130 -0.948 0.738
H 2.021 -0.576 -1.565
H 0.689 0.650 -1.894



(6)
Computed, not measured: the molecule C4H6O2, with ωB97M-V/def2-TZVPD.

Properties
gap between HOMO and LUMO: 10.86 eV
energy above the lowest of the compared OMol25 structures with the same formula, charge and spin: 1.6324 eV
DFT total energy: -306.4463 a.u.
E_LUMO: 0.76 eV
net charge: 0

Cartesian coordinates (Å):
C -0.897 -1.306 0.611
C -0.686 -0.019 0.866
C 0.027 0.893 -0.128
O -0.623 0.966 -1.366
C 1.429 0.336 -0.313
O 1.712 -0.327 -1.284
H -1.452 -1.944 1.292
H -0.538 -1.770 -0.308
H -1.050 0.426 1.790
H 0.096 1.905 0.289
H -0.186 0.310 -1.934
H 2.168 0.530 0.485



(7)
Computed, not measured: the molecule C4H6O2, with ωB97M-V/def2-TZVPD.

Properties
gap between HOMO and LUMO: 10.39 eV
energy above the lowest of the compared OMol25 structures with the same formula, charge and spin: 1.0469 eV
DFT total energy: -306.4678 a.u.
E_LUMO: 0.28 eV
net charge: 0

Cartesian coordinates (Å):
C -1.248 -0.293 -0.457
C 0.257 -0.106 -0.312
C 0.613 1.352 -0.054
O 1.539 1.923 -0.571
C 0.818 -0.920 0.845
O 0.133 -1.497 1.652
H -1.486 -1.349 -0.607
H -1.769 0.033 0.447
H -1.630 0.274 -1.311
H 0.808 -0.398 -1.215
H -0.050 1.868 0.674
H 1.925 -0.941 0.910



(8)
Computed, not measured: the molecule C4H6O2, with ωB97M-V/def2-TZVPD.

Properties
gap between HOMO and LUMO: 10.88 eV
energy above the lowest of the compared OMol25 structures with the same formula, charge and spin: 3.0231 eV
DFT total energy: -306.3952 a.u.
E_LUMO: 0.96 eV
net charge: 0

Cartesian coordinates (Å):
C -0.852 0.944 0.447
O -1.806 0.098 -0.220
C -0.839 -0.940 -0.444
C 0.231 -0.088 0.171
C 1.618 0.050 -0.177
O 1.204 -0.400 1.131
H -0.814 1.955 0.014
H -1.059 1.031 1.522
H -1.022 -1.858 0.114
H -0.718 -1.145 -1.518
H 2.158 -0.725 -0.736
H 1.900 1.077 -0.304



(9)
Computed, not measured: the molecule C4H6O2, with ωB97M-V/def2-TZVPD.

Properties
gap between HOMO and LUMO: 8.35 eV
energy above the lowest of the compared OMol25 structures with the same formula, charge and spin: 4.8434 eV
DFT total energy: -306.3283 a.u.
E_LUMO: 0.54 eV
net charge: 0

Cartesian coordinates (Å):
C -1.097 -1.065 -0.013
C -0.112 -0.021 0.413
C -0.391 1.422 0.619
O -0.122 0.541 1.717
C 1.167 0.273 -0.102
O 1.516 0.131 -1.390
H -0.956 -1.974 0.581
H -2.114 -0.693 0.123
H -0.959 -1.331 -1.068
H 0.357 2.220 0.485
H 0.725 -0.039 -1.921
H 1.985 0.536 0.557



(10)
Computed, not measured: C4H6O2 as an isolated structure, with ωB97M-V/def2-TZVPD.

Properties
gap between HOMO and LUMO: 10.56 eV
energy above the lowest of the compared OMol25 structures with the same formula, charge and spin: 3.5403 eV
DFT total energy: -306.3762 a.u.
E_LUMO: 0.79 eV
net charge: 0

Cartesian coordinates (Å):
C 1.564 -0.696 -0.081
C 0.306 -0.331 0.586
C -0.300 0.825 0.232
C -1.385 0.071 -0.482
H 1.871 -1.706 -0.207
H 0.374 -0.695 1.582
H 0.394 1.311 -0.313
H -0.588 1.612 1.016
H -2.402 0.122 -0.117
H -1.375 0.404 -1.646
O 2.242 0.297 -0.417
O -0.702 -1.215 -0.153



(11)
Computed, not measured: the molecule C4H6O2, with ωB97M-V/def2-TZVPD.

Properties
gap between HOMO and LUMO: 9.40 eV
energy above the lowest of the compared OMol25 structures with the same formula, charge and spin: 3.5400 eV
DFT total energy: -306.3762 a.u.
E_LUMO: 0.94 eV
net charge: 0

Cartesian coordinates (Å):
C 1.045 0.706 -1.195
O 0.571 1.524 -0.139
C 0.226 0.829 0.993
C -0.365 -0.348 0.929
C -1.281 -1.259 0.322
O -0.874 -1.328 1.725
H 1.965 0.184 -0.892
H 0.319 -0.050 -1.525
H 1.247 1.376 -2.030
H 0.436 1.333 1.931
H -2.298 -0.886 0.208
H -0.993 -2.081 -0.328



(12)
Computed, not measured: a 2-piece molecular cluster, C4H6O2 overall, with ωB97M-V/def2-TZVPD.

Properties
gap between HOMO and LUMO: 10.25 eV
energy above the lowest of the compared OMol25 structures with the same formula, charge and spin: 3.4653 eV
DFT total energy: -306.3790 a.u.
E_LUMO: 0.81 eV
net charge: 0

Cartesian coordinates (Å):
C 1.088 -1.225 0.267
C -0.192 -1.131 -0.051
C -1.345 -0.628 -0.738
O -1.384 -1.659 0.301
H 1.821 -0.624 -0.264
H 1.421 -1.920 1.032
H -1.579 -0.982 -1.740
H -1.772 0.331 -0.453
C 0.487 1.958 0.418
O 0.031 2.181 -0.676
H -0.125 1.539 1.240
H 1.548 2.159 0.664



(13)
Computed, not measured: C4H6O2 as an isolated structure, with ωB97M-V/def2-TZVPD.

Properties
gap between HOMO and LUMO: 8.85 eV
energy above the lowest of the compared OMol25 structures with the same formula, charge and spin: 3.6690 eV
DFT total energy: -306.3715 a.u.
E_LUMO: -0.07 eV
net charge: 0

Cartesian coordinates (Å):
O -1.571 0.305 -1.248
C -1.044 -0.567 -0.570
C -0.537 -0.380 0.838
C 0.686 0.995 0.371
C 1.312 0.096 -0.598
O 0.678 -0.800 -1.159
H -1.355 -1.632 -0.560
H 0.020 -1.254 1.205
H -1.450 -0.224 1.453
H -0.150 1.584 0.010
H 1.444 1.649 0.874
H 2.395 0.038 -0.738



(14)
Computed, not measured: the molecule C4H6O2, with ωB97M-V/def2-TZVPD.

Properties
gap between HOMO and LUMO: 9.04 eV
energy above the lowest of the compared OMol25 structures with the same formula, charge and spin: 3.7650 eV
DFT total energy: -306.3679 a.u.
E_LUMO: 0.26 eV
net charge: 0

Cartesian coordinates (Å):
C -0.248 -1.363 -1.632
C -0.327 -0.624 0.491
O 0.475 -0.771 -0.535
C 0.296 0.376 1.437
C 0.054 1.749 0.814
O -0.866 2.467 1.111
H -1.022 -0.649 -1.916
H -0.720 -2.291 -1.306
H 0.455 -1.513 -2.449
H -0.256 0.329 2.375
H 1.376 0.243 1.580
H 0.782 2.047 0.031



(15)
Computed, not measured: the molecule C4H6O2, with ωB97M-V/def2-TZVPD.

Properties
gap between HOMO and LUMO: 9.47 eV
energy above the lowest of the compared OMol25 structures with the same formula, charge and spin: 1.3804 eV
DFT total energy: -306.4556 a.u.
E_LUMO: -0.46 eV
net charge: 0

Cartesian coordinates (Å):
C 0.683 -1.250 -0.925
C 0.484 0.225 -0.549
C -0.717 0.546 0.289
O -1.795 0.595 -0.271
C -0.734 0.996 1.742
O 0.207 1.471 2.328
H 1.247 -1.833 -0.193
H -0.286 -1.730 -1.089
H 1.230 -1.290 -1.872
H 0.019 0.671 -1.442
H 1.418 0.678 -0.182
H -1.755 0.921 2.164



(16)
Computed, not measured: C4H6O2 as an isolated structure, with ωB97M-V/def2-TZVPD.

Properties
gap between HOMO and LUMO (alpha / beta): 8.16 / 8.16 eV
energy above the lowest of the compared OMol25 structures with the same formula, charge and spin: 5.0739 eV
DFT total energy: -306.3198 a.u.
E_LUMO (alpha / beta): 0.22 / 0.22 eV
net charge: 0

Cartesian coordinates (Å):
C -1.654 -0.604 -0.447
C -0.258 -0.208 -0.180
O 0.803 -1.016 -0.443
C 1.710 0.052 -0.015
C 0.457 0.841 0.401
O 0.216 2.106 0.805
H -2.330 0.180 -0.096
H -1.803 -0.741 -1.524
H -1.899 -1.550 0.048
H 0.136 0.870 1.517
H 2.239 0.460 -0.878
H 2.402 -0.306 0.750



(17)
Computed, not measured: a 2-piece molecular cluster, C4H6O2 overall, with ωB97M-V/def2-TZVPD.

Properties
gap between HOMO and LUMO: 10.62 eV
energy above the lowest of the compared OMol25 structures with the same formula, charge and spin: 0.2439 eV
DFT total energy: -306.4973 a.u.
E_LUMO: 0.79 eV
net charge: 0

Cartesian coordinates (Å):
O -1.385 1.687 0.870
C -0.715 2.022 0.004
O -0.100 2.436 -0.867
C 1.449 -0.072 -0.268
C 0.412 -0.438 0.462
C -0.742 -1.234 -0.049
H 2.281 0.465 0.152
H 1.504 -0.280 -1.323
H 0.392 -0.229 1.523
H -0.631 -2.271 0.276
H -0.784 -1.221 -1.135
H -1.682 -0.864 0.353



(18)
Computed, not measured: the molecule C4H6O2, with ωB97M-V/def2-TZVPD.

Properties
gap between HOMO and LUMO: 10.98 eV
energy above the lowest of the compared OMol25 structures with the same formula, charge and spin: 2.5108 eV
DFT total energy: -306.4140 a.u.
E_LUMO: 1.08 eV
net charge: 0

Cartesian coordinates (Å):
O -0.190 1.936 0.504
C 0.464 0.810 0.005
C 0.409 -0.493 0.870
C -0.248 -1.187 -0.318
O -1.442 -0.457 -0.595
C -0.214 0.030 -1.133
H -1.043 1.617 0.827
H 1.484 1.116 -0.242
H 1.394 -0.873 1.149
H -0.228 -0.430 1.759
H -0.228 -2.230 -0.616
H -0.157 0.163 -2.209



(19)
Computed, not measured: a 2-piece molecular cluster, C4H6O2 overall, with ωB97M-V/def2-TZVPD.

Properties
gap between HOMO and LUMO: 11.30 eV
energy above the lowest of the compared OMol25 structures with the same formula, charge and spin: 3.0939 eV
DFT total energy: -306.3926 a.u.
E_LUMO: 0.88 eV
net charge: 0

Cartesian coordinates (Å):
C 2.631 -0.130 0.107
C 1.152 0.145 0.018
O 0.552 1.188 -0.053
O 0.350 -0.967 -0.122
H 3.053 0.941 -0.283
H 2.865 -0.516 1.046
H 2.794 -0.674 -0.946
H -0.489 -0.554 0.063
C -2.843 0.629 -0.034
C -3.483 -0.380 0.028
H -2.537 1.597 0.072
H -4.045 -1.279 0.103



(20)
Computed, not measured: the molecule C4H6O2, with ωB97M-V/def2-TZVPD.

Properties
gap between HOMO and LUMO: 10.67 eV
energy above the lowest of the compared OMol25 structures with the same formula, charge and spin: 2.7569 eV
DFT total energy: -306.4050 a.u.
E_LUMO: 0.85 eV
net charge: 0

Cartesian coordinates (Å):
O -1.919 -0.671 -0.075
C -0.737 -0.038 0.311
C 0.516 -0.931 0.419
C 1.285 0.251 -0.179
O 0.860 0.326 -1.532
C 0.049 0.954 -0.548
H -2.579 0.004 -0.284
H -0.845 0.508 1.262
H 0.767 -1.272 1.424
H 0.502 -1.772 -0.281
H 2.244 0.664 0.114
H -0.183 2.006 -0.680